#P
Entry from the Open Molecules 2025 dataset: a single C4H8S molecule (ωB97M-V/def2-TZVPD).

The orbital gap is 9.180 eV. The SMILES is C1CCSC1. The calculation puts the LUMO energy at 0.94 eV.

```
! RIJCOSX wB97M-V def2-TZVPD def2/J DEFGRID3
* xyz 0 1
H 0.157 -2.175 0.280
C -1.337 -0.452 0.277
C 0.685 1.350 -0.076
H 0.793 2.436 -0.609
C 0.014 -0.984 0.231
H -1.775 -1.090 1.219
H 0.398 -0.783 1.389
H -2.085 -0.417 -0.429
H 1.920 -0.249 -1.220
C 0.749 -0.099 -0.833
H 1.181 1.254 1.062
S -1.231 1.275 0.645
H 0.532 -0.065 -1.936
*
```

Mulliken population analysis, charges in e, atoms 1 to 5:
1 H 0.29
2 C -0.48
3 C -0.56
4 H 0.32
5 C -0.58


#Q
Entry from the Open Molecules 2025 dataset: a molecular structure, C4H8S (ωB97M-V/def2-TZVPD).

The orbital gap is 8.980 eV. The calculation puts the LUMO energy at 0.90 eV.

```
! RIJCOSX wB97M-V def2-TZVPD def2/J DEFGRID3
* xyz 0 1
H 1.143 -0.471 1.362
H 0.533 0.760 -1.420
C 0.912 -0.420 0.332
C -0.031 -1.329 -0.003
H 0.096 -2.433 0.377
H 0.779 1.837 -0.034
C -1.132 1.034 0.239
H -1.735 1.608 -0.417
C 0.191 0.834 -0.253
S -1.695 -0.651 -0.009
H -1.019 1.244 1.456
H 1.806 -0.807 -0.430
H 0.152 -1.206 -1.200
*
```

Mulliken population analysis, charges in e, atoms 1 to 5:
1 H 0.34
2 H 0.32
3 C -0.55
4 C -0.40
5 H 0.29


#Q has the most favorable energy; the next structure is 1.3 kcal/mol above.


#P
Entry from the Open Molecules 2025 dataset: a single C6H11NO molecule (ωB97M-V/def2-TZVPD).

The orbital gap is 9.383 eV. The SMILES is C/C=C(C)\C(O)=N\C. The calculation puts the LUMO energy at 0.71 eV.

```
! RIJCOSX wB97M-V def2-TZVPD def2/J DEFGRID3
* xyz 0 1
H 2.597 -1.701 1.175
H 0.884 1.790 -1.683
C 0.306 2.010 -0.788
O -0.172 -1.560 0.372
H -3.621 0.025 0.551
C 0.404 -0.347 0.140
H -2.619 -1.077 -0.393
N 1.661 -0.133 0.125
C -0.410 0.773 -0.340
H -0.403 2.812 -0.985
H 0.467 -2.276 0.267
H 3.602 -0.790 0.031
C -2.607 -0.347 0.417
H 1.010 2.350 -0.032
H -2.176 1.744 0.077
H -2.302 -0.858 1.329
C 2.611 -1.214 0.192
H 2.441 -1.984 -0.573
C -1.674 0.782 0.117
*
```

Mulliken population analysis, charges in e, atoms 1 to 5:
1 H 0.34
2 H 0.31
3 C -1.35
4 O -0.49
5 H 0.37


#Q
Entry from the Open Molecules 2025 dataset: a single C6H11NO molecule (ωB97M-V/def2-TZVPD).

The orbital gap is 9.891 eV. The SMILES is CC(C)=N[C@@]1(C)CO1. The calculation puts the LUMO energy at 0.85 eV.

```
! RIJCOSX wB97M-V def2-TZVPD def2/J DEFGRID3
* xyz 0 1
H -0.068 -1.804 -2.643
H 1.942 -0.696 0.953
H -1.210 -2.727 -1.570
H -0.305 -1.835 1.255
N 0.164 0.259 -0.853
H 0.394 3.023 -0.382
H -0.753 2.512 0.782
C -1.104 -1.228 0.782
H -1.410 -0.382 1.369
H 1.832 0.891 1.942
C 0.233 2.451 0.430
C 1.632 0.356 1.030
C -0.878 -1.708 -1.823
H -2.123 -1.757 0.650
C 0.768 1.066 0.124
O 2.211 1.059 -0.130
H -1.757 -1.486 -2.492
C -0.565 -0.791 -0.639
H 0.998 2.797 1.214
*
```

Mulliken population analysis, charges in e, atoms 1 to 5:
1 H 0.29
2 H 0.35
3 H 0.36
4 H 0.25
5 N -0.56


#R
Entry from the Open Molecules 2025 dataset: a molecular structure, C6H11NO (ωB97M-V/def2-TZVPD).

The orbital gap is 7.911 eV. The calculation puts the LUMO energy at 0.97 eV.

```
! RIJCOSX wB97M-V def2-TZVPD def2/J DEFGRID3
* xyz 0 1
H 0.972 0.171 1.509
H 1.609 1.667 0.142
C -1.034 -0.167 -0.382
C -0.548 1.030 0.023
C -2.385 -0.708 -0.650
H -3.128 0.088 -0.672
H 3.083 -1.084 0.517
N -1.243 2.212 0.240
C 0.881 0.878 0.260
H -2.431 -1.215 -1.617
H -2.238 2.101 0.367
H -0.845 2.799 0.959
O 0.041 -1.083 -0.504
H -2.693 -1.426 0.119
H 2.957 -0.624 -1.188
H 1.063 -0.826 1.985
H 2.344 -2.186 -0.636
C 2.449 -1.138 -0.365
C 1.147 -0.487 -0.108
*
```

Mulliken population analysis, charges in e, atoms 1 to 5:
1 H -0.35
2 H 0.50
3 C 0.32
4 C 0.48
5 C -1.30


#P has the most favorable energy; the next structure is 31.8 kcal/mol above.


#P
Entry from the Open Molecules 2025 dataset: a single C6H11NO molecule (ωB97M-V/def2-TZVPD).

The orbital gap is 10.382 eV. The SMILES is [H]/N=C(\C(C)=O)C(C)C. The calculation puts the LUMO energy at 0.88 eV.

```
! RIJCOSX wB97M-V def2-TZVPD def2/J DEFGRID3
* xyz 0 1
H -1.636 0.688 -1.624
C -0.745 -1.188 1.569
N 0.626 1.998 1.177
H 1.362 -1.345 -0.430
H -1.522 -1.540 2.252
C 1.659 -0.380 -0.850
H 0.160 2.109 2.089
H -0.458 0.024 -2.714
C 0.511 0.613 -0.853
O -2.099 0.807 1.410
H -0.994 -0.964 -1.370
C -0.740 0.060 -1.657
H 0.826 1.526 -1.371
H 2.027 -0.551 -1.867
H 0.209 -1.204 2.102
H -0.704 -1.868 0.717
C 0.092 1.010 0.537
C -1.065 0.210 1.127
H 2.492 -0.005 -0.244
*
```

Mulliken population analysis, charges in e, atoms 1 to 5:
1 H 0.37
2 C -1.11
3 N -0.73
4 H 0.26
5 H 0.38


#Q
Entry from the Open Molecules 2025 dataset: a single C6H11NO molecule (ωB97M-V/def2-TZVPD).

The orbital gap is 10.409 eV. The SMILES is C=CCC[C@@H](N)C=O. The calculation puts the LUMO energy at 0.98 eV.

```
! RIJCOSX wB97M-V def2-TZVPD def2/J DEFGRID3
* xyz 0 1
C -1.154 -0.636 0.573
H -2.510 -2.483 0.955
H 1.375 2.270 -2.596
H 0.135 2.059 -0.530
C 0.984 1.429 -0.670
O -1.617 -1.796 2.627
N -1.967 0.055 -0.405
C -1.866 -1.686 1.452
H 0.870 -1.685 0.913
H -1.005 0.112 1.363
H 2.791 1.002 -1.820
H 0.470 -1.220 -0.818
C 1.332 0.412 0.397
H -1.521 0.954 -0.548
C 0.424 -0.959 0.213
H -1.780 -0.394 -1.253
C 1.755 1.519 -1.747
H 1.002 0.886 1.372
H 2.283 0.161 0.521
*
```

Mulliken population analysis, charges in e, atoms 1 to 5:
1 C 0.18
2 H 0.31
3 H 0.21
4 H 0.51
5 C -0.16


#R
Entry from the Open Molecules 2025 dataset: 2 unconnected molecules or ions with the total composition C6H11NO (ωB97M-V/def2-TZVPD).

The orbital gap is 9.152 eV. The SMILES is Cc1c[nH]cc1C.O. The calculation puts the LUMO energy at 0.92 eV.

```
! RIJCOSX wB97M-V def2-TZVPD def2/J DEFGRID3
* xyz 0 1
C -1.145 0.425 -1.482
H -0.336 -2.192 0.564
C 1.739 0.184 0.802
H 1.401 -2.452 0.492
N 1.709 1.530 0.569
H 0.528 2.800 -0.626
H 2.549 -0.258 1.364
H -1.659 -0.516 -1.254
O -2.211 -0.301 1.638
H 2.156 2.181 1.191
C 0.039 0.630 -0.572
C 0.635 1.808 -0.230
H -1.645 0.164 1.016
H 0.397 -2.292 -0.955
H -1.956 1.126 -1.271
C 0.576 -1.902 0.055
H -2.694 -0.988 1.176
C 0.767 -0.423 0.052
H -0.849 0.476 -2.530
*
```

Mulliken population analysis, charges in e, atoms 1 to 5:
1 C -1.19
2 H 0.23
3 C -0.86
4 H 0.38
5 N -0.07


#R has the most favorable energy; the next structure is 10.4 kcal/mol above.


#P
Entry from the Open Molecules 2025 dataset: a molecular structure, C6H11NO (ωB97M-V/def2-TZVPD).

The orbital gap is 10.558 eV. The calculation puts the LUMO energy at 0.88 eV.

```
! RIJCOSX wB97M-V def2-TZVPD def2/J DEFGRID3
* xyz 0 1
C -0.326 0.083 0.414
H -0.098 2.341 0.512
H -2.384 -0.995 0.508
C -1.273 -1.084 -0.019
H -0.796 -1.976 -0.201
H 1.369 -1.784 0.659
H 1.698 0.229 -2.139
C 0.407 -0.300 1.760
H 0.728 0.539 2.359
O 0.052 1.459 -1.544
N 1.676 -0.921 1.013
H 1.559 0.955 -0.054
C -0.602 1.536 -0.160
C 0.915 -0.068 -0.172
H -0.317 -0.321 -2.396
H -1.682 1.647 -0.340
C 0.716 0.110 -1.666
H -1.553 -0.625 -1.052
H -0.089 -0.824 2.520
*
```

Mulliken population analysis, charges in e, atoms 1 to 5:
1 C 1.07
2 H 0.30
3 H 0.28
4 C -1.12
5 H 0.38


#Q
Entry from the Open Molecules 2025 dataset: a molecular structure, C6H11NO (ωB97M-V/def2-TZVPD).

The orbital gap (alpha / beta) is 9.311 / 9.311 eV. The calculation puts the LUMO energy (alpha / beta) at 0.64 / 0.64 eV.

```
! RIJCOSX wB97M-V def2-TZVPD def2/J DEFGRID3
* xyz 0 1
C 1.106 -1.364 -0.812
H -1.266 -1.879 0.619
H -2.700 -1.106 1.447
C -0.716 0.737 -1.280
C 0.386 0.464 0.909
H 1.815 -1.888 -0.160
O 2.137 0.764 -0.655
H -1.572 1.028 1.606
H -0.513 1.808 -1.313
H 0.150 -1.883 -0.759
C 0.982 0.070 -0.401
N 1.020 1.425 1.519
H 1.501 -1.428 -1.831
H -1.790 0.581 -1.241
H -0.472 0.243 -2.220
H 0.476 1.823 2.283
H 2.207 1.391 0.114
C -1.070 0.215 1.082
C -1.681 -1.000 1.093
*
```

Mulliken population analysis, charges in e, atoms 1 to 5:
1 C -1.34
2 H 0.18
3 H 0.29
4 C -1.18
5 C 0.89


#R
Entry from the Open Molecules 2025 dataset: a single C6H11NO molecule (ωB97M-V/def2-TZVPD).

The orbital gap is 10.501 eV. The SMILES is C=C[C@@H](O)CN1CC1. The calculation puts the LUMO energy at 1.06 eV.

```
! RIJCOSX wB97M-V def2-TZVPD def2/J DEFGRID3
* xyz 0 1
C -0.669 0.274 0.834
C -0.769 1.677 1.401
H 1.237 -0.649 -2.672
C -0.044 0.302 -0.555
H -1.955 -1.035 0.127
H 1.153 1.761 2.363
C 0.237 2.271 2.144
C 0.936 -1.947 -0.843
H -1.646 2.267 1.247
C 0.619 -1.424 -2.248
H -0.617 0.991 -1.199
O -2.018 -0.265 0.718
H -0.065 -0.349 1.514
H 0.217 -2.178 -2.924
H 0.970 0.674 -0.493
H 1.801 -1.589 -0.320
N -0.198 -1.072 -1.089
H 0.134 3.278 2.577
H 0.676 -2.985 -0.583
*
```

Mulliken population analysis, charges in e, atoms 1 to 5:
1 C 0.34
2 C -0.38
3 H 0.27
4 C -0.72
5 H 0.41


#R has the most favorable energy; the next structure is 29.6 kcal/mol above.


#P
Entry from the Open Molecules 2025 dataset: 2 unconnected molecules or ions with the total composition C6H11NO (ωB97M-V/def2-TZVPD).

The orbital gap is 8.357 eV. The SMILES is c1cc[nH]c1.COC. The calculation puts the LUMO energy at 0.71 eV.

```
! RIJCOSX wB97M-V def2-TZVPD def2/J DEFGRID3
* xyz 0 1
H 2.226 2.113 -1.608
H 0.109 1.426 -2.566
O 0.668 1.188 -0.567
H 0.749 -2.249 -0.685
C -0.729 -2.844 0.915
H 2.453 1.867 0.152
C -0.310 1.473 -1.547
N -0.123 -0.737 0.567
H -0.803 -3.928 0.821
C 1.720 2.131 -0.628
H -1.303 0.225 2.083
C -1.020 -0.712 1.603
H -1.104 0.712 -1.458
C -1.415 -2.018 1.840
H 1.358 3.156 -0.438
C 0.068 -2.024 0.135
H -0.759 2.469 -1.396
H 0.338 0.086 0.173
H -2.125 -2.334 2.604
*
```

Mulliken population analysis, charges in e, atoms 1 to 5:
1 H 0.27
2 H 0.29
3 O -0.32
4 H 0.35
5 C -0.57


#Q
Entry from the Open Molecules 2025 dataset: a single C6H11NO molecule (ωB97M-V/def2-TZVPD).

The orbital gap is 10.706 eV. The SMILES is [H]/N=C(/C)O[C@@H](C)C=C. The calculation puts the LUMO energy at 0.99 eV.

```
! RIJCOSX wB97M-V def2-TZVPD def2/J DEFGRID3
* xyz 0 1
C 1.909 0.848 0.970
C -1.064 -0.125 -2.460
H 1.576 -1.238 0.723
H -1.971 -1.535 2.090
H -2.158 -0.132 -2.419
N -0.951 1.541 -0.698
C 0.994 -0.315 0.593
O 0.618 -0.271 -0.787
H -0.536 1.753 0.205
H 2.276 0.740 1.997
H -0.709 -1.147 -2.618
C -0.241 -0.463 1.498
H -1.240 -2.013 0.451
H 1.423 1.823 0.875
H -0.733 0.500 -3.293
H -0.253 0.138 2.405
H 2.775 0.871 0.298
C -0.529 0.429 -1.178
C -1.187 -1.403 1.349
*
```

Mulliken population analysis, charges in e, atoms 1 to 5:
1 C -1.30
2 C -1.09
3 H 0.32
4 H 0.29
5 H 0.32


#R
Entry from the Open Molecules 2025 dataset: a single C6H11NO molecule (ωB97M-V/def2-TZVPD).

The orbital gap is 9.680 eV. The SMILES is C[C@H]1CO[C@@H]2C[C@@]12N. The calculation puts the LUMO energy at 1.00 eV.

```
! RIJCOSX wB97M-V def2-TZVPD def2/J DEFGRID3
* xyz 0 1
O -0.505 1.656 -0.615
H 1.578 1.495 -0.656
H 1.028 0.018 1.610
H 2.038 -0.564 -1.299
N -1.348 0.159 1.414
C 1.838 -0.876 -0.139
C 0.772 -0.106 0.586
H 0.864 2.122 0.957
C 0.759 1.404 0.072
C -0.708 -0.467 0.335
H 0.113 -0.045 -1.603
H 1.417 -2.054 -0.053
H -2.767 -0.654 -0.571
C -1.651 -0.755 -0.805
H -1.876 0.966 1.072
H -2.007 -0.544 1.705
H 2.827 -0.543 0.496
H -1.633 -1.517 -1.567
C -0.741 0.306 -0.940
*
```

Mulliken population analysis, charges in e, atoms 1 to 5:
1 O -0.47
2 H 0.36
3 H 0.62
4 H 0.24
5 N -0.70


#S
Entry from the Open Molecules 2025 dataset: a single C6H11NO molecule (ωB97M-V/def2-TZVPD).

The orbital gap is 8.733 eV. The SMILES is CC1=CONC1(C)C. The calculation puts the LUMO energy at 0.93 eV.

```
! RIJCOSX wB97M-V def2-TZVPD def2/J DEFGRID3
* xyz 0 1
C 0.444 0.581 0.118
C -0.212 1.008 -1.194
H 1.890 1.990 -0.116
C -0.376 1.206 1.287
C 1.953 -1.057 -0.189
H -0.343 2.233 1.151
H 0.131 -2.875 -0.227
N 1.801 1.064 0.294
H -1.333 0.865 -1.185
C -0.343 -2.009 0.154
H 2.528 -1.956 -0.206
H -1.331 -1.926 -0.349
H 0.082 1.090 2.302
O 2.655 0.021 -0.285
C 0.657 -0.905 0.115
H -0.004 2.110 -1.341
H -0.644 -2.396 1.142
H -1.321 0.714 1.265
H 0.309 0.506 -1.938
*
```

Mulliken population analysis, charges in e, atoms 1 to 5:
1 C 1.58
2 C -1.55
3 H 0.33
4 C -1.76
5 C -0.37


#Q has the most favorable energy; the next structure is 3.5 kcal/mol above.


#P
Entry from the Open Molecules 2025 dataset: a molecular structure, C6H11NO (ωB97M-V/def2-TZVPD).

The orbital gap is 7.458 eV. The calculation puts the LUMO energy at 0.79 eV.

```
! RIJCOSX wB97M-V def2-TZVPD def2/J DEFGRID3
* xyz 0 1
C 0.430 0.307 -0.661
C -0.605 0.283 0.371
C -0.334 0.865 1.739
H 3.180 -1.133 -0.865
C 1.155 -0.824 -0.436
H 0.762 1.870 -1.936
N 0.260 0.992 -1.893
H -0.513 1.943 1.682
H 0.549 0.421 -2.680
H -2.351 1.380 -0.161
H 0.337 -1.646 1.484
H -2.182 -0.150 -1.023
H 0.708 0.720 2.027
C -2.043 0.336 -0.060
H -2.680 -0.132 0.692
H 2.147 -2.674 -0.729
O -0.043 -1.420 0.613
C 2.222 -1.597 -0.671
H -0.998 0.460 2.506
*
```

Mulliken population analysis, charges in e, atoms 1 to 5:
1 C -0.21
2 C 1.43
3 C -1.42
4 H 0.25
5 C 0.36


#Q
Entry from the Open Molecules 2025 dataset: a molecular structure, C6H11NO (ωB97M-V/def2-TZVPD).

The orbital gap is 9.835 eV. The calculation puts the LUMO energy at 0.44 eV.

```
! RIJCOSX wB97M-V def2-TZVPD def2/J DEFGRID3
* xyz 0 1
H 1.921 0.629 1.482
N -0.541 0.374 0.406
H -3.781 -0.100 -0.382
C 3.182 -0.007 -0.063
H 4.015 0.598 0.468
O 0.812 -1.540 -0.128
H 1.929 1.744 0.074
C -1.591 -0.157 -0.436
C -1.508 1.467 -0.303
H -1.027 2.492 -0.972
C -3.061 -0.661 0.228
H 3.642 0.167 -1.313
H -3.092 -1.930 0.149
C 0.605 -0.232 -0.004
H -1.115 -0.544 -1.375
H -3.109 -0.362 1.431
C 1.918 0.654 0.253
H -2.693 1.773 0.515
H 3.335 -1.146 0.057
*
```

Mulliken population analysis, charges in e, atoms 1 to 5:
1 H 0.20
2 N -0.08
3 H 0.38
4 C -1.00
5 H 0.32


#R
Entry from the Open Molecules 2025 dataset: a single C6H11NO molecule (ωB97M-V/def2-TZVPD).

The orbital gap is 8.495 eV. The SMILES is CO[C@@H](C)C(C)=C=N. The calculation puts the LUMO energy at 0.92 eV.

```
! RIJCOSX wB97M-V def2-TZVPD def2/J DEFGRID3
* xyz 0 1
H 1.583 2.623 0.616
C 0.620 -0.715 -0.031
C -0.644 -0.349 -0.720
H 0.336 1.763 1.530
H -0.690 -1.663 -2.425
H 2.069 1.283 1.711
C -1.353 -1.300 -1.636
H -1.988 2.327 -0.851
H 1.478 -1.300 1.872
H -1.722 -2.180 -1.095
N -1.019 2.143 -1.080
H -0.122 -0.535 2.000
H -2.198 -0.799 -2.118
C 0.500 -1.193 1.400
C -0.609 0.991 -0.862
H 1.278 -1.355 -0.632
C 1.300 1.650 1.026
O 1.173 0.772 -0.090
H 0.007 -2.164 1.385
*
```

Mulliken population analysis, charges in e, atoms 1 to 5:
1 H 0.26
2 C 0.62
3 C -0.02
4 H 0.32
5 H 0.28


#R has the most favorable energy; the next structure is 20.3 kcal/mol above.